#1
Density functional theory data (ωB97M-V with the def2-TZVPD basis set) for a single C5H7F molecule.

Geometry as ORCA input:
```
! wB97M-V def2-TZVPD RIJCOSX def2/J DEFGRID3
* xyz 0 1
C 0.389 0.739 -0.887
C 0.633 0.718 0.656
C -0.361 -0.313 1.125
C -0.662 -1.148 -0.105
C -0.173 -0.622 -1.224
H 1.314 0.895 -1.492
H 0.453 1.694 1.101
H 1.682 0.391 0.853
H -1.305 0.047 1.541
H 0.005 -1.021 1.897
H -1.080 -2.148 0.008
H -0.366 -0.907 -2.243
F -0.531 1.674 -1.231
*
```

Values from the calculation:
SMILES = F[C@@H]1C=CCC1
HOMO = -9.7 eV
Kohn-Sham gap = 10.9 eV

#2
Density functional theory data (ωB97M-V with the def2-TZVPD basis set) for a molecular structure, C5H7F.

Geometry as ORCA input:
```
! wB97M-V def2-TZVPD RIJCOSX def2/J DEFGRID3
* xyz 0 1
C -0.131 -1.139 -0.821
C -0.417 0.120 -0.039
C -0.536 -0.140 1.383
C 0.646 0.932 -0.672
C 1.459 1.800 -0.801
H 1.382 -0.952 -1.168
H -0.325 -2.232 0.035
H -0.799 -1.036 -1.921
H -1.116 -0.797 1.840
H 0.343 -0.364 1.881
H -1.011 0.793 1.922
H 2.248 2.264 -1.259
F -1.743 0.751 -0.380
*
```

Values from the calculation:
HOMO = -9.9 eV
Kohn-Sham gap = 10.4 eV

#3
Density functional theory data (ωB97M-V with the def2-TZVPD basis set) for a single C5H7F molecule.

Geometry as ORCA input:
```
! wB97M-V def2-TZVPD RIJCOSX def2/J DEFGRID3
* xyz 0 1
C 0.989 0.742 0.490
C 0.683 0.779 -0.936
C -1.520 0.795 0.069
C -0.416 0.052 -0.182
C -0.267 -1.387 -0.236
F -2.770 0.288 -0.158
H 1.594 -0.065 0.870
H 0.904 1.653 1.089
H 0.147 1.773 -1.105
H -1.466 1.800 0.340
H 0.689 -1.576 0.153
H -0.310 -1.817 -1.235
H -1.040 -1.807 0.418
*
```

Values from the calculation:
HOMO (spin up / spin down) = -8.1 / -8.1 eV
Kohn-Sham gap (spin up / spin down) = 8.1 / 8.1 eV

Short version: #1 is the most stable of them.

#1
Density functional theory data (ωB97M-V with the def2-TZVPD basis set) for a single C5H4O2 molecule.

Geometry as ORCA input:
```
! wB97M-V def2-TZVPD RIJCOSX def2/J DEFGRID3
* xyz 0 1
O -1.462 2.063 -0.837
C -0.907 1.199 -0.221
O 0.390 1.458 0.274
C 1.340 0.511 0.188
C 1.052 -0.776 -0.089
C -0.340 -1.128 0.018
C -1.291 -0.169 0.115
H 2.328 0.914 0.381
H 1.837 -1.503 -0.267
H -0.623 -2.175 0.080
H -2.322 -0.386 0.356
*
```

Values from the calculation:
SMILES = O=c1cccco1
HOMO = -9.2 eV
Kohn-Sham gap = 9.6 eV

#2
Density functional theory data (ωB97M-V with the def2-TZVPD basis set) for a single C5H4O2 molecule.

Geometry as ORCA input:
```
! wB97M-V def2-TZVPD RIJCOSX def2/J DEFGRID3
* xyz 0 1
O 1.301 -0.170 -1.280
C 0.908 -0.339 0.036
O 0.116 -1.483 0.275
C -1.152 -1.040 0.113
C -1.272 0.307 0.018
C -0.001 0.895 0.338
C 1.192 0.719 0.922
H -1.926 -1.800 0.111
H -2.178 0.849 -0.202
H 0.921 0.753 -1.361
H 2.090 1.309 1.030
*
```

Values from the calculation:
SMILES = O[C@@]12C=C1C=CO2
HOMO = -8.9 eV
Kohn-Sham gap = 9.1 eV

Short version: #1 is the most stable of them.

#1
Density functional theory data (ωB97M-V with the def2-TZVPD basis set) for a single C5H4O2 molecule.

Geometry as ORCA input:
```
! wB97M-V def2-TZVPD RIJCOSX def2/J DEFGRID3
* xyz 0 1
O -1.299 0.204 -2.366
C -0.714 0.114 -1.353
O 0.727 -0.033 -1.503
C 1.402 -0.128 -0.347
C 0.887 -0.127 0.929
C -0.493 0.007 1.097
C -1.284 0.125 0.010
H 2.463 -0.060 -0.369
H 1.579 -0.343 1.728
H -0.902 0.014 2.094
H -2.365 0.227 0.079
*
```

Values from the calculation:
SMILES = O=c1cccco1
HOMO = -9.0 eV
Kohn-Sham gap = 9.1 eV

#2
Density functional theory data (ωB97M-V with the def2-TZVPD basis set) for 2 unconnected molecules or ions with the total composition C5H4O2.

Geometry as ORCA input:
```
! wB97M-V def2-TZVPD RIJCOSX def2/J DEFGRID3
* xyz 0 1
C -2.376 -0.851 -0.103
C -2.591 -0.558 -1.311
C -2.085 -1.110 1.133
C 0.824 1.066 0.234
C 1.620 0.174 -0.668
O -1.802 -1.334 2.222
O -0.042 1.816 -0.117
H 1.075 0.967 1.312
H 1.929 0.706 -1.565
H 0.966 -0.640 -0.984
H 2.483 -0.238 -0.154
*
```

Values from the calculation:
HOMO = -10.1 eV
Kohn-Sham gap = 9.3 eV

#3
Density functional theory data (ωB97M-V with the def2-TZVPD basis set) for a single C5H4O2 molecule.

Geometry as ORCA input:
```
! wB97M-V def2-TZVPD RIJCOSX def2/J DEFGRID3
* xyz 0 1
O -1.500 -0.232 2.346
C -0.911 -0.694 1.457
O -0.580 2.006 0.478
C -0.295 1.491 -0.579
C 0.848 0.556 -0.780
C 0.815 -0.699 -0.325
C -0.256 -1.301 0.479
H -0.925 1.669 -1.474
H 1.698 0.915 -1.359
H 1.636 -1.368 -0.576
H -0.530 -2.341 0.333
*
```

Values from the calculation:
SMILES = O=C=C/C=C\C=O
HOMO = -8.9 eV
Kohn-Sham gap = 9.5 eV

Short version: #1 is the most stable of them.

#1
Density functional theory data (ωB97M-V with the def2-TZVPD basis set) for 15 unconnected molecules or ions with the total composition H30O15.

Geometry as ORCA input:
```
! wB97M-V def2-TZVPD RIJCOSX def2/J DEFGRID3
* xyz 0 1
O -2.388 2.354 2.534
H -2.014 2.085 1.711
H -1.721 2.283 3.189
O 3.222 -0.242 -1.056
H 3.382 -0.166 -1.971
H 4.100 -0.209 -0.656
O -1.160 2.153 0.061
H -0.816 2.966 0.387
H -1.141 2.203 -0.888
O 0.325 -2.939 -1.327
H 0.208 -3.881 -1.251
H 1.260 -2.872 -1.091
O -0.053 -0.345 -0.119
H 0.855 -0.252 0.115
H -0.544 0.482 -0.103
O -1.163 1.706 -2.652
H -1.949 1.272 -2.469
H -0.453 1.061 -2.639
O 1.582 1.100 3.039
H 1.745 1.493 2.184
H 2.404 1.093 3.514
O 2.085 -1.302 1.828
H 1.798 -0.640 2.428
H 1.733 -2.148 2.071
O -3.539 1.473 -1.476
H -4.209 2.163 -1.564
H -3.198 1.364 -0.559
O -2.394 -1.098 -1.929
H -1.906 -1.751 -2.442
H -2.301 -1.254 -1.010
O 2.964 -2.960 -0.704
H 2.825 -2.004 -0.791
H 2.999 -3.123 0.231
O 0.678 -0.172 -2.682
H 0.396 -0.342 -1.781
H 1.250 -0.949 -2.860
O -1.098 -1.395 2.337
H -1.411 -2.182 1.932
H -0.523 -1.033 1.646
O 2.353 1.891 0.492
H 2.559 2.804 0.435
H 2.927 1.519 -0.171
O -3.249 -0.088 0.997
H -2.566 -0.447 1.486
H -3.853 0.320 1.593
*
```

Values from the calculation:
HOMO = -10.3 eV
Kohn-Sham gap = 9.9 eV

#2
Density functional theory data (ωB97M-V with the def2-TZVPD basis set) for 15 unconnected molecules or ions with the total composition H30O15.

Geometry as ORCA input:
```
! wB97M-V def2-TZVPD RIJCOSX def2/J DEFGRID3
* xyz 0 1
O 0.688 -2.088 -2.221
H 1.116 -1.282 -1.875
H 0.987 -2.030 -3.114
O -2.049 -1.308 -0.577
H -1.703 -2.157 -0.785
H -1.228 -0.843 -0.348
O 0.526 -3.159 0.340
H 0.442 -2.935 -0.587
H -0.077 -3.919 0.547
O -3.124 1.369 -1.918
H -2.772 2.229 -2.025
H -2.451 0.688 -1.826
O 2.605 -0.202 -1.926
H 2.571 -0.233 -0.961
H 3.200 -0.907 -2.129
O 0.107 0.026 -0.087
H -0.486 0.731 0.170
H 0.170 -0.382 0.759
O 0.081 1.612 3.462
H 0.669 1.080 2.862
H -0.162 2.392 2.952
O -0.579 -1.564 2.248
H -1.524 -1.577 2.088
H -0.238 -2.253 1.691
O 3.134 -1.732 0.499
H 2.303 -2.011 0.808
H 3.792 -2.239 1.022
O -0.540 0.209 -3.166
H -0.408 0.891 -2.514
H -0.132 -0.569 -2.861
O -3.286 -0.215 2.107
H -3.844 -0.718 1.535
H -2.747 0.360 1.591
O -1.977 1.918 0.627
H -2.679 2.386 1.038
H -1.754 2.637 0.028
O 1.584 2.566 0.537
H 1.624 1.741 1.012
H 1.262 2.504 -0.353
O 2.000 0.185 2.280
H 2.543 -0.512 1.954
H 2.686 0.848 2.544
O -0.330 2.525 -1.790
H -0.487 3.345 -1.330
H 0.499 2.607 -2.295
*
```

Values from the calculation:
HOMO = -10.4 eV
Kohn-Sham gap = 10.2 eV

#3
Density functional theory data (ωB97M-V with the def2-TZVPD basis set) for 15 unconnected molecules or ions with the total composition H30O15.

Geometry as ORCA input:
```
! wB97M-V def2-TZVPD RIJCOSX def2/J DEFGRID3
* xyz 0 1
O 0.917 1.461 -3.413
H 0.045 1.475 -3.032
H 0.932 2.217 -4.001
O -1.198 3.224 -0.521
H -1.239 3.920 -1.190
H -0.461 2.698 -0.685
O -2.624 -0.056 -0.628
H -2.875 -0.998 -0.547
H -1.662 -0.160 -0.593
O 0.271 -1.913 -1.869
H 0.131 -2.789 -2.179
H 0.519 -1.473 -2.700
O -2.303 -3.095 -0.850
H -2.424 -3.585 -0.020
H -1.522 -2.576 -0.773
O 2.196 2.395 1.908
H 1.614 1.673 2.029
H 3.033 1.934 1.813
O 3.035 1.294 -0.825
H 2.205 1.636 -1.145
H 2.901 0.935 0.086
O -0.003 0.303 -0.331
H 0.402 -0.478 -0.665
H 0.315 0.383 0.584
O -2.299 1.842 1.735
H -2.525 0.945 1.737
H -1.852 2.009 0.910
O 2.335 -0.328 1.640
H 2.185 -0.569 2.544
H 2.732 -1.071 1.160
O 0.043 -2.149 1.449
H 0.405 -2.927 0.958
H 0.825 -1.662 1.795
O 2.796 -1.972 -0.433
H 3.456 -1.472 -0.866
H 2.198 -2.180 -1.145
O -2.292 -1.044 2.611
H -1.641 -1.323 2.011
H -2.410 -1.632 3.345
O -1.566 1.417 -2.783
H -1.846 1.400 -3.667
H -1.930 0.569 -2.420
O 0.093 0.628 2.892
H -0.276 -0.152 3.192
H -0.636 1.244 2.880
*
```

Values from the calculation:
HOMO = -10.4 eV
Kohn-Sham gap = 9.9 eV

#4
Density functional theory data (ωB97M-V with the def2-TZVPD basis set) for 15 unconnected molecules or ions with the total composition H30O15.

Geometry as ORCA input:
```
! wB97M-V def2-TZVPD RIJCOSX def2/J DEFGRID3
* xyz 0 1
H 0.312 -0.215 1.074
H -0.892 -0.132 -0.012
H -2.949 -1.878 -1.489
H -2.461 -2.914 -0.561
H 1.323 -1.141 -1.395
H 2.175 -0.301 -0.661
H -3.064 2.077 0.713
H -2.434 2.831 -0.535
H 0.377 0.362 2.993
H 1.571 0.195 3.802
H 3.361 3.475 0.234
H 2.365 3.042 -0.856
H 1.062 1.126 -2.460
H 0.054 0.022 -2.699
H 0.896 2.774 1.243
H 0.905 3.843 2.406
H -0.688 -2.552 2.367
H -1.110 -2.799 0.972
H 3.551 1.099 0.732
H 4.789 0.557 -0.039
H -4.087 -0.742 -1.536
H -4.525 -0.413 -0.130
H 3.133 -3.389 -2.254
H 3.650 -2.272 -1.452
H -0.544 3.288 -2.238
H 0.850 3.566 -2.144
H 0.132 -4.415 -1.222
H 0.087 -4.710 0.244
H -3.237 -1.028 2.572
H -3.038 0.427 2.390
O 0.040 -0.344 0.097
O -3.209 -2.373 -0.682
O 1.637 -1.004 -0.461
O -2.714 2.925 0.375
O 0.699 -0.155 3.690
O 2.983 3.741 -0.620
O 0.882 0.391 -3.025
O 0.438 3.090 2.111
O -0.937 -2.058 1.498
O 4.138 0.358 0.700
O -4.362 0.045 -0.955
O 2.759 -2.656 -1.809
O 0.105 3.560 -2.795
O -0.291 -5.047 -0.561
O -3.729 -0.257 2.380
*
```

Values from the calculation:
HOMO = -8.3 eV
Kohn-Sham gap = 7.5 eV

Short version: #1 is the most stable of them.

#1
Density functional theory data (ωB97M-V with the def2-TZVPD basis set) for 15 unconnected molecules or ions with the total composition H30O15.

Geometry as ORCA input:
```
! wB97M-V def2-TZVPD RIJCOSX def2/J DEFGRID3
* xyz 0 1
H -0.524 0.448 -1.194
H 0.057 -0.557 -0.212
H 0.325 -0.540 3.867
H 1.046 0.283 2.904
H -3.619 -3.456 -2.085
H -2.912 -3.545 -0.777
H 1.118 4.777 0.026
H 1.226 4.509 1.469
H -3.275 0.307 3.754
H -2.914 -0.525 2.548
H 1.227 3.454 -3.731
H -0.175 3.495 -3.266
H 3.627 3.072 -1.246
H 2.324 2.638 -0.496
H 2.332 -3.624 1.199
H 3.693 -3.188 1.682
H 2.562 -3.499 -0.804
H 1.936 -2.136 -1.165
H -3.967 1.456 -3.861
H -2.534 1.165 -3.496
H -3.317 3.014 0.491
H -3.064 3.779 1.771
H 0.021 -2.296 0.078
H -1.325 -2.630 0.624
H 2.021 -0.847 -0.097
H 2.511 -0.956 1.431
H -0.094 0.952 -3.015
H 0.493 -0.494 -2.964
H 1.039 -3.015 2.820
H 0.834 -2.085 4.121
O 0.024 0.406 -0.421
O 0.477 0.359 3.667
O -3.190 -4.102 -1.502
O 0.967 4.076 0.676
O -3.602 -0.417 3.205
O 0.305 3.162 -4.020
O 2.701 2.695 -1.383
O 3.089 -3.067 0.891
O 1.706 -2.974 -0.811
O -3.340 1.521 -3.086
O -2.809 3.755 0.829
O -0.375 -2.889 0.731
O 2.415 -0.352 0.705
O -0.279 -0.018 -3.110
O 1.237 -2.109 3.253
*
```

Values from the calculation:
HOMO = -10.9 eV
Kohn-Sham gap = 10.8 eV

#2
Density functional theory data (ωB97M-V with the def2-TZVPD basis set) for 15 unconnected molecules or ions with the total composition H30O15.

Geometry as ORCA input:
```
! wB97M-V def2-TZVPD RIJCOSX def2/J DEFGRID3
* xyz 0 1
H -0.379 -0.544 -1.059
H -0.008 0.360 0.216
H -4.289 1.253 -1.473
H -5.195 0.664 -0.418
H -3.126 -1.413 -3.432
H -1.918 -1.609 -2.599
H 3.470 -3.482 -0.118
H 2.270 -4.360 -0.090
H -0.329 4.692 -1.520
H -1.627 4.075 -1.491
H -2.781 1.155 2.069
H -3.857 0.917 2.960
H 4.498 1.045 -0.916
H 4.245 -0.316 -1.257
H 1.839 0.364 -1.540
H 1.794 0.415 -2.947
H -0.112 3.416 1.803
H -0.729 2.286 1.072
H 3.989 0.040 1.733
H 4.020 0.921 0.635
H -0.129 -3.224 -0.569
H 0.351 -2.134 -1.510
H 0.295 -0.307 2.784
H -0.787 0.250 1.955
H -2.681 -1.930 0.625
H -3.974 -2.904 0.438
H 2.761 3.222 -0.693
H 1.527 2.392 -0.175
H 0.238 -2.920 2.729
H -0.144 -1.772 1.837
O 0.307 -0.425 -0.387
O -4.910 0.514 -1.321
O -2.821 -1.255 -2.617
O 2.464 -3.459 -0.221
O -0.774 3.867 -1.721
O -2.979 1.076 2.980
O 4.832 0.237 -0.731
O 1.245 0.698 -2.170
O -0.683 2.732 1.915
O 3.388 0.493 1.231
O 0.651 -2.916 -1.033
O 0.130 0.240 1.958
O -3.121 -2.830 0.817
O 2.453 2.763 0.056
O 0.586 -2.286 2.195
*
```

Values from the calculation:
HOMO = -9.8 eV
Kohn-Sham gap = 9.5 eV

#3
Density functional theory data (ωB97M-V with the def2-TZVPD basis set) for 15 unconnected molecules or ions with the total composition H30O15.

Geometry as ORCA input:
```
! wB97M-V def2-TZVPD RIJCOSX def2/J DEFGRID3
* xyz 0 1
H -0.358 -0.128 0.133
H 1.124 0.239 -0.289
H -4.158 2.570 -1.134
H -2.905 1.742 -1.303
H 0.281 3.263 -1.252
H 1.191 3.841 -2.230
H 4.228 0.397 1.450
H 4.660 1.424 2.660
H 2.244 1.210 -3.490
H 3.447 0.464 -3.150
H 2.976 -1.806 2.573
H 1.669 -1.322 1.824
H -3.475 -0.010 -1.186
H -4.497 -0.760 -0.395
H -2.917 -3.163 0.781
H -1.936 -4.430 0.504
H 0.078 2.099 1.229
H -1.012 1.273 1.866
H -2.567 -1.853 -0.765
H -3.063 -2.581 -2.003
H 0.348 -3.540 -0.765
H 0.188 -2.202 0.015
H 5.459 -0.131 -1.016
H 6.702 -0.802 -0.713
H -0.457 0.530 3.351
H -0.707 -0.411 4.431
H -2.197 3.540 1.040
H -3.698 4.010 1.563
H -1.097 -2.655 -2.691
H -0.926 -1.146 -2.426
O 0.553 -0.332 0.331
O -3.890 1.685 -1.448
O 1.200 3.617 -1.355
O 4.989 0.753 2.032
O 3.051 1.305 -2.890
O 2.675 -1.233 1.894
O -3.814 -0.139 -0.259
O -2.169 -3.740 1.139
O -0.171 1.667 2.100
O -3.083 -1.705 -1.546
O 0.745 -3.022 -0.069
O 6.239 -0.546 -1.449
O -1.031 0.403 4.162
O -3.129 3.624 0.790
O -0.790 -1.999 -2.045
*
```

Values from the calculation:
HOMO = -9.6 eV
Kohn-Sham gap = 8.7 eV

#4
Density functional theory data (ωB97M-V with the def2-TZVPD basis set) for 15 unconnected molecules or ions with the total composition H30O15.

Geometry as ORCA input:
```
! wB97M-V def2-TZVPD RIJCOSX def2/J DEFGRID3
* xyz 0 1
H 0.155 -1.752 0.449
H 0.068 -0.265 0.355
H 2.962 0.511 4.605
H 2.840 1.081 3.304
H -1.417 3.362 -0.557
H -1.884 2.019 -1.021
H 0.154 0.446 -2.681
H -0.049 -0.128 -4.077
H -4.188 -0.236 1.697
H -5.546 0.040 2.188
H -5.111 -1.373 -0.829
H -3.636 -1.357 -1.506
H 4.082 -0.119 -3.023
H 3.659 1.055 -2.232
H 0.828 -1.356 -5.609
H 0.864 -1.920 -4.255
H -1.549 -3.591 -0.367
H -0.606 -4.373 -1.391
H -0.366 1.197 3.920
H 0.169 1.205 5.274
H 0.745 -2.545 2.795
H 1.822 -1.755 2.072
H 0.925 2.695 2.051
H 1.035 3.920 1.343
H -1.625 0.171 1.786
H -1.810 1.537 1.237
H 1.624 -1.205 -1.967
H 0.759 -2.351 -2.141
H 2.389 2.034 0.048
H 2.695 3.027 -1.065
O 0.604 -1.059 0.026
O 2.312 0.538 3.845
O -1.922 2.902 -1.285
O 0.071 0.697 -3.587
O -4.796 -0.473 2.419
O -4.241 -0.903 -0.939
O 3.316 0.163 -2.426
O 0.924 -2.172 -5.219
O -1.275 -3.596 -1.274
O 0.032 1.785 4.480
O 1.723 -2.273 2.897
O 1.067 3.043 1.171
O -2.372 0.717 1.551
O 1.600 -2.153 -1.892
O 2.970 2.809 -0.173
*
```

Values from the calculation:
HOMO = -10.9 eV
Kohn-Sham gap = 10.3 eV

Short version: #1 is the most stable of them.